Record 1
Computed, not measured: a structure of composition C6H13F3NbOSr in a non-equilibrium geometry, with ωB97M-V with the def2-TZVPD basis set.

```
25
C6H13F3NbOSr (ωB97M-V with the def2-TZVPD basis set)
Nb -0.156 -1.216 -0.016
Sr 4.479 2.432 -1.268
F 3.581 2.344 0.613
F 1.460 2.423 -0.132
F 1.887 1.310 1.640
O -2.609 1.065 0.301
C 2.159 -0.976 0.211
C -2.356 -1.290 -0.361
C 2.528 0.342 -0.455
C 2.310 1.600 0.466
C -2.956 -0.237 0.585
C -4.044 0.645 -0.068
H -0.302 -1.692 1.748
H 2.683 -1.762 -0.329
H -3.119 -0.516 1.615
H -4.461 1.361 0.627
H -3.926 0.905 -1.109
H 0.153 -0.740 -1.775
H -0.111 0.563 0.466
H 0.211 -2.953 -0.469
H -2.684 -1.010 -1.358
H -2.728 -2.259 -0.015
H 3.630 0.270 -0.807
H 2.436 -1.027 1.263
H 1.934 0.422 -1.371
```

Output
E (eV): -18999.4235
Highest occupied orbital energy (eV): -10.119
Strongest force on any atom (eV/A): 4.03
Net charge: +1
Gap between HOMO and LUMO (hartree): 0.131



Record 2
Computed, not measured: the ion C3H6N3 with charge +1 in a non-equilibrium geometry, with ωB97M-V with the def2-TZVPD basis set.

```
12
C3H6N3 (ωB97M-V with the def2-TZVPD basis set)
N 0.311 -0.392 -0.099
N -0.637 -0.986 -0.797
N -0.213 0.680 0.575
C -1.814 -0.403 -0.715
C -1.631 0.818 0.183
C 1.641 -0.760 -0.234
H 1.848 -1.112 -1.299
H 1.994 -1.590 0.353
H 0.233 0.919 1.421
H -1.727 1.610 -0.453
H 2.203 0.114 0.066
H -2.208 1.102 0.999
```

Output
E (eV): -7665.4596
Highest occupied orbital energy (alpha / beta) (eV): -15.921 / -14.004
Strongest force on any atom (eV/A): 4.52
Structure (SMILES): CN1[N+]#CCN1
Net charge: +1
Gap between HOMO and LUMO (alpha / beta) (hartree): 0.337 / 0.249